16
Properties=species:S:1:pos:R:3:nbo_charge:R:1 method="wB97M-V/def2-TZVPD" charge=0 multiplicity=1 smiles="C=BCC1=C(C)C1" total_energy_ha=-258.6530 e_above_lowest_ev=4.526
C 1.67 0.36 1.33 -1.151
B 1.82 0.12 0.03 0.869
C 1.24 -0.48 -1.41 -0.804
C -0.08 -0.98 -0.87 0.015
C -0.99 -0.52 -0.04 0.063
C -1.75 0.49 0.68 -0.705
C -0.95 -2.05 -0.38 -0.438
H 0.99 -0.22 1.93 0.272
H 2.14 1.05 2.05 0.267
H 1.06 -0.01 -2.41 0.273
H 1.92 -1.34 -1.64 0.241
H -2.04 -0.04 1.65 0.226
H -2.64 1.12 0.32 0.261
H -0.79 1.02 1.06 0.264
H -0.41 -2.75 0.23 0.178
H -1.58 -2.54 -1.23 0.170